[1]
Entry from the OMol25 dataset: 2 unconnected molecules or ions with the total composition C5H9NO (ωB97M-V with the def2-TZVPD basis set).

Results
frontier orbital gap (spin up / spin down)	7.95 / 8.36	eV
ΔE to the lowest compared entry with this formula, charge and spin	505.3	kJ/mol
total energy	-325.7451	Eh
2S+1	1

Element x y z (Å)
C (-1.1410, 0.7166, 1.8388)
C (0.3499, -0.7573, -0.2056)
C (-0.3232, -1.9741, -0.7406)
C (0.6199, 1.7522, -0.5155)
C (-0.1092, 0.4678, -0.7143)
N (1.3745, -0.9901, 0.5166)
O (-2.2172, 0.9567, 2.2057)
H (-0.3530, 0.3517, 2.5690)
H (-0.1077, -2.1711, -1.8548)
H (-1.3312, -1.9706, -0.9239)
H (-0.1447, -2.8684, -0.1262)
H (0.0827, 2.5689, -0.4206)
H (1.2980, 1.7154, 0.2693)
H (1.2487, 1.9504, -1.3996)
H (-1.1167, 0.4381, -1.2600)
H (1.8700, -0.1861, 0.7618)



[2]
Entry from the OMol25 dataset: C5H9NO in the gas phase (ωB97M-V with the def2-TZVPD basis set).

Results
frontier orbital gap	9.77	eV
ΔE to the lowest compared entry with this formula, charge and spin	475.6	kJ/mol
total energy	-325.7564	Eh
2S+1	1
SMILES string	C=C(C)O/N=C\C

Element x y z (Å)
C (-0.7325, -0.8117, 1.1685)
C (-0.2054, -0.8873, -0.0804)
C (-0.9701, -0.2741, -1.2523)
O (0.9080, -1.4734, -0.4474)
N (2.2486, -1.0530, -0.0290)
C (2.4353, 0.2217, -0.0041)
C (1.4211, 1.2880, -0.2003)
H (-0.2485, -0.8950, 2.0587)
H (-1.7382, -0.4847, 1.0360)
H (-0.2498, 0.4404, -1.8942)
H (-1.7761, 0.3230, -0.9479)
H (-1.2098, -1.0936, -2.0049)
H (3.4277, 0.4079, 0.3618)
H (0.4347, 0.8767, -0.0723)
H (1.4924, 1.5207, -1.2794)
H (1.6032, 2.0477, 0.5528)



[3]
Entry from the OMol25 dataset: C5H9NO in the gas phase (ωB97M-V with the def2-TZVPD basis set).

Results
frontier orbital gap	11.45	eV
ΔE to the lowest compared entry with this formula, charge and spin	295.5	kJ/mol
total energy	-325.8250	Eh
2S+1	1

Element x y z (Å)
C (-1.0169, -1.7551, 0.5047)
C (-0.4911, -0.3306, 0.6681)
C (0.3250, 0.1492, -0.5289)
O (-0.4246, 0.1598, -1.7345)
C (0.7554, 1.6124, -0.3967)
C (2.3698, 1.5343, 0.9156)
N (1.2810, 2.0136, 1.0206)
H (-0.2003, -2.4676, 0.3291)
H (-1.5464, -2.0744, 1.4075)
H (-1.7279, -1.8335, -0.3273)
H (0.1371, -0.2679, 1.5649)
H (-1.3262, 0.3684, 0.8061)
H (1.2181, -0.4949, -0.6361)
H (-0.6933, -0.7466, -1.9252)
H (-0.1060, 2.2584, -0.4592)
H (1.4463, 1.8745, -1.2087)



[4]
Entry from the OMol25 dataset: 2 unconnected molecules or ions with the total composition C5H9NO (ωB97M-V with the def2-TZVPD basis set).

Results
frontier orbital gap	10.62	eV
ΔE to the lowest compared entry with this formula, charge and spin	186.2	kJ/mol
total energy	-325.8666	Eh
2S+1	1

Element x y z (Å)
C (-1.0355, -1.2443, 0.7269)
C (0.3795, -0.9622, 0.2877)
N (0.7188, -1.2259, -1.1104)
C (0.7619, 0.1518, -0.6189)
C (-0.2243, 1.1217, -1.2235)
C (0.7851, 2.1608, 1.9230)
O (-0.3033, 2.1257, 2.2469)
H (-1.7522, -0.9745, -0.0530)
H (-1.1638, -2.3107, 0.9431)
H (-1.2782, -0.6791, 1.6343)
H (1.1348, -1.2331, 1.0285)
H (1.6525, -1.6172, -1.1943)
H (1.7506, 0.5755, -0.4315)
H (-1.1245, 0.5986, -1.5555)
H (0.2150, 1.6157, -2.0967)
H (-0.5164, 1.8972, -0.5066)



[5]
Entry from the OMol25 dataset: C5H9NO in the gas phase (ωB97M-V with the def2-TZVPD basis set).

Results
frontier orbital gap	10.19	eV
ΔE to the lowest compared entry with this formula, charge and spin	439.8	kJ/mol
total energy	-325.7701	Eh
2S+1	1
SMILES string	C[C@@H]1[C@@H]2[C@@H](CO)N21

Element x y z (Å)
C (0.7335, -1.1247, 1.7032)
C (-0.6029, -0.6904, 1.1541)
C (-1.0087, -0.5800, -0.2760)
C (0.1099, -0.0252, -0.9676)
C (0.0651, 1.1698, -1.8796)
O (0.6134, 2.0994, -0.9540)
N (-0.7235, 0.5987, 0.5236)
H (0.7771, -2.2125, 1.7725)
H (0.8828, -0.7081, 2.7070)
H (1.5688, -0.7695, 1.0925)
H (-1.4533, -0.9794, 1.7782)
H (-1.9840, -0.7394, -0.6990)
H (1.1327, -0.3749, -0.8280)
H (0.6941, 1.1198, -2.7907)
H (-0.9547, 1.4317, -2.2051)
H (0.1496, 1.7844, -0.1311)



[6]
Entry from the OMol25 dataset: C5H9NO in the gas phase (ωB97M-V with the def2-TZVPD basis set).

Results
frontier orbital gap	8.87	eV
ΔE to the lowest compared entry with this formula, charge and spin	487.3	kJ/mol
total energy	-325.7519	Eh
2S+1	1

Element x y z (Å)
C (1.5677, -0.9464, 0.1705)
C (1.1077, 0.1249, -0.8161)
N (-0.0777, -0.3665, -1.8923)
C (-0.6729, 0.3915, -1.0095)
C (-1.3649, -0.1196, 0.2524)
C (-1.3551, 0.8528, 1.4002)
O (-0.5858, 1.7823, 1.4805)
H (1.1583, -1.9030, -0.1587)
H (2.6617, -1.0153, 0.1404)
H (1.2887, -0.7828, 1.2213)
H (1.3052, 1.1578, -0.4870)
H (1.5808, 0.1211, -1.8063)
H (-1.0845, 1.3971, -1.2792)
H (-0.9857, -1.0942, 0.5836)
H (-2.4103, -0.3011, -0.0392)
H (-2.1122, 0.6734, 2.1925)